Record 1
Formula: C25H24F16N3NaO5P
Source: the Open Molecules 2025 dataset
Level of theory: ωB97M-V/def2-TZVPD

E = -3608.8548 a.u.
multiplicity = 1
total charge = +1
maximum force = 1.96 eV/Å
Kohn-Sham gap = 5.73 eV

Each line ends with the Mulliken charge.
Geometry (Å):
H: -1.7583 1.0281 -2.9397  0.6954
F: 3.4716 4.6689 4.3299  -0.2825
O: 7.3564 -2.0678 1.4820  -0.5248
H: 4.6702 -0.6849 -2.4892  0.3367
C: -6.9731 -1.2192 0.7105  0.6446
H: 2.5017 2.5959 3.6747  0.3384
H: 3.9513 1.6902 1.6384  0.3417
O: 4.0506 2.0667 2.5142  -0.5349
H: 2.3958 2.9315 0.6672  0.4014
F: -7.2317 1.0592 1.0097  -0.3901
C: 1.3853 0.5623 1.2422  -0.4331
C: 7.4349 -2.6293 0.4125  0.5363
P: 0.1748 -0.8484 -3.8819  0.1719
C: 1.9330 2.9492 1.6604  -0.9225
F: 4.8550 4.4324 2.7013  -0.2477
H: 1.3374 3.8537 1.7370  0.6643
H: 2.1555 -1.3079 -2.4791  0.6424
H: -0.6540 -2.6206 -2.8065  0.3365
C: -5.0085 0.4071 1.3658  0.5843
C: 8.6655 -3.4434 0.0478  -1.0267
N: 6.3817 -2.6147 -0.5778  -0.3304
C: 0.6707 0.5135 -0.0997  1.0598
C: -3.5645 2.1623 0.1721  -0.9898
O: -0.6633 0.0400 -4.9855  -0.5060
O: 2.0717 -0.2371 1.8244  -0.4760
F: -7.8038 -3.4558 -1.3840  -0.2248
H: 5.5287 -0.9098 0.2751  0.4551
H: 9.5386 -2.8989 0.3791  0.3189
N: -0.8078 -2.2638 -3.7448  -0.6352
F: -4.7672 -0.6035 2.1865  -0.3033
C: 2.9866 2.9557 2.7725  -0.0928
F: -8.1369 -1.1194 0.0418  -0.3025
C: 4.5347 -1.3062 -1.6112  -0.8497
H: -1.7893 -1.9978 -3.8358  0.2825
C: 3.3401 -0.8076 -0.7837  -0.6197
F: 2.9599 5.3360 2.3267  -0.2853
N: 0.9951 1.8226 1.8372  0.4352
F: -7.2870 -1.3904 1.9945  -0.2877
C: -7.2348 -3.6135 -0.2055  0.6457
O: -1.1653 2.7389 1.9387  -0.6060
H: 5.6687 -3.2453 -0.2177  0.2857
H: 6.5314 -0.5840 -1.1109  0.4082
H: 8.5716 -4.4022 0.5486  0.2682
F: -6.1441 0.4784 -0.7447  -0.2157
H: 1.6419 -2.1743 -1.0619  0.3437
H: -2.8877 2.7048 -1.8179  0.5439
C: 0.8626 -0.2087 -1.2494  -0.3281
C: -0.3667 1.4019 0.0239  -0.1182
H: 3.4184 -1.3238 0.1650  0.5343
F: -2.7182 0.3926 1.4281  -0.3483
C: 1.9937 -1.2020 -1.4066  -1.6146
F: -3.5803 -0.1583 -0.4659  -0.2706
H: 8.6642 -3.5922 -1.0254  0.3218
C: -2.4528 2.5302 -0.8411  -1.6678
H: -3.4296 2.7628 1.0601  0.5268
C: -1.2792 1.5928 -0.9559  1.0291
C: -1.0838 0.8939 -2.1066  -0.5406
F: -8.1182 -3.7745 0.7694  -0.2351
C: 5.7907 -1.2764 -0.7197  -0.8157
H: -0.4478 0.9729 -4.8855  0.3450
H: 3.4032 0.2609 -0.5892  0.1998
F: -5.3465 -2.9269 0.9931  -0.2808
H: -4.5191 2.4719 -0.2591  0.6455
C: 3.5713 4.3739 3.0362  0.8039
C: -0.0478 0.0305 -2.2600  0.3178
C: -3.7003 0.7021 0.5458  1.1522
H: 4.3443 -2.3498 -1.8491  0.4215
C: -6.2284 -2.4398 0.1212  0.6811
H: -2.0574 3.4972 -0.5367  0.3423
F: -5.5889 -2.1386 -1.0108  -0.2628
F: -6.4955 -4.7285 -0.2625  -0.2476
Na: -6.6191 1.9271 3.4895  1.0028
C: -0.3132 2.0958 1.3612  -0.1142
C: -6.2953 0.1682 0.5235  0.4463
F: -5.2435 1.4935 2.1935  -0.5797

Record 2
Formula: C25H24F6FeN12O3PSe
Source: the Open Molecules 2025 dataset
Level of theory: ωB97M-V/def2-TZVPD

E = -6455.6918 a.u.
multiplicity = 2
total charge = 0
maximum force = 2.02 eV/Å
Kohn-Sham gap (spin up / spin down) = 9.21 / 6.64 eV

Each line ends with the Mulliken charge.
Geometry (Å):
C: 2.8695 5.9325 -1.6416  -0.0864
F: -2.4451 2.5197 3.4376  -0.3938
C: 0.1218 -4.0664 -2.2851  0.0482
N: 0.4027 -1.3393 1.7276  -0.2183
H: 1.6516 4.6363 2.4981  0.4110
C: 1.5189 3.1603 -5.2738  0.1562
N: 2.9768 6.2500 -4.1296  -0.4688
C: 1.3736 -0.5366 -4.5125  -0.7457
C: 0.2095 2.0983 -6.9813  -0.6947
C: 1.2434 -4.1643 -3.1028  -0.2453
H: 2.2363 1.8775 -3.7130  0.6052
H: 1.9401 -4.1026 -5.1252  0.3950
F: -2.4396 -0.5535 2.3993  -0.4239
H: 2.2255 -4.3615 -2.6942  0.4078
Fe: -0.7949 -0.2002 0.5837  0.8414
C: 2.0730 5.5705 0.6082  1.1447
H: 2.1435 -0.8951 -0.1360  0.6492
H: 2.4382 -0.7528 -4.5871  0.2962
F: -4.0998 0.9725 2.9851  -0.3605
C: -0.6216 2.5105 -0.2057  -0.7594
N: 2.5670 5.4357 -5.2007  -0.5109
O: -2.4462 -0.3837 -0.7729  -0.4249
C: 1.0803 -4.0079 -4.4701  -0.3575
H: 0.8301 -1.3513 -4.9851  0.1019
H: -0.1129 -0.0146 -6.7429  0.4736
C: -1.1402 -3.5943 -4.2503  -0.3641
N: 0.2611 -0.4581 -1.0903  1.1036
O: 2.1984 4.3602 -3.3184  -0.2225
H: 3.0757 6.7247 2.1216  0.4393
F: -2.4612 0.4649 4.4867  -0.3855
H: -1.3433 2.2100 -0.9491  0.6886
C: 1.6605 1.9403 -4.6295  0.0281
H: -0.9406 -0.0949 -2.8370  0.4390
H: 4.4416 7.3742 -1.8876  0.4932
N: 2.1495 -0.8413 -2.2324  -0.9764
O: -1.5490 -2.0060 0.1343  -0.2821
P: -2.5168 0.9925 2.9847  1.3933
H: 1.2920 4.5926 -1.1246  0.9072
H: -2.0824 -3.3492 -4.7285  0.4023
C: 3.0042 6.4990 1.0632  -0.8674
N: 0.1032 1.6272 0.5458  0.2694
C: 2.0176 5.2945 -0.7467  -0.3281
F: -0.8512 0.9531 2.9563  -0.4145
C: 3.7850 6.8725 -1.1894  -0.9807
N: -2.4044 -1.6227 -0.7165  -0.0216
C: 0.7994 3.2392 -6.4635  -0.9217
H: 4.5631 7.8698 0.5377  0.4000
C: 1.5912 -0.7573 -1.0525  -1.1837
H: 0.7838 -2.0530 1.1100  0.1728
C: 2.7380 5.5809 -3.0605  0.5116
H: 0.3032 5.5712 1.8637  0.3339
C: 1.0857 0.7925 -5.1590  0.2090
C: 1.1229 4.9095 1.5852  -1.4725
N: 0.5195 3.6962 1.0596  0.6813
H: -0.2703 -1.7945 2.3463  0.4698
N: 1.1298 -0.5533 -3.0705  1.4341
C: -1.1036 -3.7768 -2.8755  -0.2608
C: 2.1144 4.3579 -4.6710  0.4927
H: 1.8101 -1.4170 3.1699  0.2649
H: 1.0810 0.0289 2.9563  0.2487
N: -0.0820 -3.7142 -5.0523  -0.6452
H: -0.3652 2.1570 -7.8960  0.4093
C: 3.8457 7.1481 0.1698  -0.4927
H: 1.4796 2.1252 2.1145  0.3823
C: 0.7818 2.4272 1.3515  0.0314
C: 0.3429 0.8769 -6.3278  -0.6371
N: 1.4924 -0.7578 2.4658  -0.7898
N: -0.4053 3.7666 0.0686  -0.9524
C: 0.0089 -0.3332 -2.3860  -0.6312
H: 0.6961 4.1940 -6.9616  0.4943
Se: 0.2669 -4.3503 -0.4170  0.1231
F: -2.5113 1.4443 1.4147  -0.3456
H: -2.0055 -3.6824 -2.2862  0.5123

Record 3
Formula: C25H24F6N2OS
Source: the Open Molecules 2025 dataset
Level of theory: ωB97M-V/def2-TZVPD

E = -2149.1330 a.u.
multiplicity = 1
total charge = 0
maximum force = 3.03 eV/Å
Kohn-Sham gap = 3.67 eV

Each line ends with the Mulliken charge.
Geometry (Å):
C: 4.7525 -2.8307 -0.3175  -0.2131
N: 2.5672 -3.1845 -0.3307  0.0298
O: 1.9900 0.3648 0.2134  -0.8186
C: -2.8412 3.8712 0.5166  0.3018
C: -4.1677 3.6927 0.1580  -0.8262
C: 4.6562 0.3852 1.1389  -1.5574
H: 6.6180 -1.0870 -1.2854  0.4900
H: -3.7820 1.4844 -2.3502  0.4826
N: 4.1298 -1.5956 -0.2564  0.3997
C: -3.8029 -2.3697 -0.3176  -0.7871
F: -6.6689 3.6645 -0.8950  -0.2740
F: -2.4671 4.0255 2.7964  -0.2539
H: -4.9455 4.2301 0.6846  0.4383
C: 0.3410 -1.2350 -0.0996  -0.6811
C: -4.4991 2.8252 -0.8702  0.2892
H: 3.3851 0.8665 -1.2724  0.4066
C: -4.0744 -1.4065 1.8647  -0.6253
C: 3.8041 -3.7965 -0.3674  -0.8706
H: 0.8083 -3.9852 -1.1788  0.3210
F: -1.2982 5.3340 1.4674  -0.2646
H: 4.5371 0.0548 -2.3226  0.3989
C: -4.5829 -2.1345 0.8017  -0.3556
C: -1.9891 -1.1272 0.6809  0.5739
C: -2.1650 2.3261 -1.2023  0.1008
F: -3.4459 5.7207 1.7865  -0.2718
H: 5.0252 1.4972 -1.4273  0.4331
H: 3.9762 -4.8592 -0.3837  0.4092
H: 5.8144 -2.9958 -0.2809  0.4581
H: 6.7824 -1.1392 0.4698  0.4660
H: -1.9197 -2.0649 -1.2524  0.4831
H: 4.9473 -0.2737 1.9562  0.3979
H: -5.5887 -2.5203 0.8454  0.4071
C: 1.7160 -0.8164 -0.0548  0.9273
C: -2.7981 -0.8989 1.8068  -0.4132
H: 3.6085 0.6343 1.2856  0.3534
H: 5.2344 1.3058 1.2064  0.4355
C: 2.7608 -1.8114 -0.2571  -0.0867
C: -5.9509 2.5713 -1.2045  0.8865
H: -2.3870 -0.3686 2.6477  0.4134
F: -6.0601 2.2964 -2.5150  -0.2674
C: 6.3971 -0.5531 -0.3628  -2.1162
S: -0.9682 1.5246 -2.0260  -0.4189
C: 4.8905 -0.2966 -0.2120  1.5724
H: -0.8184 3.3341 0.1412  0.5347
C: -1.8472 3.1912 -0.1502  -1.0574
C: 4.4311 0.5857 -1.3771  -1.6273
H: -0.3541 0.1546 1.3028  0.4041
H: 0.0861 -2.0947 -0.6894  0.4738
H: -4.2045 -2.9363 -1.1424  0.3948
H: 6.9468 0.3868 -0.3835  0.4234
C: -0.6361 -0.6484 0.6430  0.0150
H: 1.5845 -5.0194 0.0160  0.3611
C: -2.5203 -1.8837 -0.3782  -0.3596
C: 1.3432 -3.9860 -0.2296  -1.0134
C: -2.4997 4.7720 1.6800  0.9137
F: -6.3720 1.5214 -0.4794  -0.2404
H: 0.7070 -3.5995 0.5639  0.4725
C: -3.5095 2.1487 -1.5458  -0.8817
H: -4.6760 -1.2513 2.7446  0.4130